ORCA calculation (ωB97M-V with the def2-TZVPD basis set) on C44H38F3MgP2S2 as an isolated structure in a non-equilibrium geometry.

The geometry in XYZ format:
```
90
C44H38F3MgP2S2 (ωB97M-V with the def2-TZVPD basis set)
Mg 1.08 -0.18 -1.17
S 1.07 2.51 -1.27
P -0.59 1.98 -0.32
C -0.86 0.28 -0.49
P -1.29 -0.80 0.77
S -0.87 -2.66 0.31
C -0.61 -0.52 2.46
C -1.29 0.13 3.48
C -0.69 0.29 4.71
C 0.60 -0.16 4.93
C 1.29 -0.80 3.91
C 0.69 -0.98 2.68
C -3.10 -0.88 1.08
C -3.57 -1.72 2.09
C -4.92 -1.96 2.23
C -5.82 -1.36 1.37
C -5.36 -0.55 0.34
C -4.00 -0.32 0.19
C -0.49 2.96 1.24
C -1.10 4.20 1.41
C -0.82 4.97 2.52
C 0.06 4.52 3.48
C 0.69 3.29 3.32
C 0.42 2.52 2.20
C -2.01 2.79 -1.14
C -3.24 2.85 -0.49
C -4.36 3.32 -1.15
C -4.26 3.73 -2.47
C -3.04 3.69 -3.12
C -1.92 3.22 -2.46
H -2.30 0.49 3.30
H -1.24 0.77 5.51
H 1.07 0.00 5.89
H 2.29 -1.17 4.08
H 1.21 -1.47 1.87
H -2.84 -2.20 2.74
H -5.26 -2.63 3.00
H -6.88 -1.54 1.48
H -6.06 -0.09 -0.35
H -3.63 0.29 -0.62
H -1.77 4.57 0.65
H -1.29 5.94 2.63
H 0.28 5.13 4.35
H 1.38 2.94 4.07
H 0.94 1.59 2.04
H -3.31 2.52 0.54
H -5.31 3.37 -0.64
H -5.14 4.09 -2.99
H -2.96 4.02 -4.15
H -0.95 3.20 -2.95
C 3.56 2.23 -4.07
C 2.36 1.91 -4.97
C 2.84 1.61 -6.40
C 1.53 0.76 -4.44
C 2.11 -0.45 -4.06
C 1.33 -1.51 -3.63
C -0.06 -1.40 -3.57
C -0.89 -2.57 -3.17
C -0.63 -0.18 -3.92
C 0.15 0.87 -4.36
H 4.04 3.14 -4.41
H 4.30 1.43 -4.11
H 3.23 2.35 -3.04
H 1.73 2.80 -5.00
H 3.47 0.72 -6.41
H 3.41 2.44 -6.79
H 1.99 1.43 -7.06
H 3.18 -0.58 -4.13
H 1.80 -2.45 -3.38
H -1.90 -2.50 -3.56
H -0.96 -2.62 -2.08
H -0.44 -3.50 -3.50
H -1.71 -0.06 -3.87
H -0.32 1.80 -4.66
F 5.22 -6.23 4.81
C 3.94 -5.85 4.65
F 3.22 -6.99 4.58
F 3.59 -5.29 5.83
C 3.71 -4.97 3.47
C 2.41 -4.81 3.02
C 2.16 -4.00 1.93
C 3.20 -3.31 1.30
C 4.51 -3.51 1.75
C 4.76 -4.33 2.83
C 2.87 -2.37 0.30
C 2.54 -1.48 -0.47
H 1.60 -5.32 3.52
H 1.15 -3.89 1.56
H 5.32 -3.01 1.24
H 5.78 -4.47 3.17
```

## Properties
Net charge: -1
Largest force on an atom: 1.81 eV/A
ΔE to the lowest compared entry with this formula, charge and spin: 0.111 eV
Orbital gap: 7.23 eV
E: -100094.467 eV
Molecular weight: 774.169 g/mol
E_HOMO: -4.6717 eV
LUMO level: 2.6 eV

ORCA calculation (ωB97M-V with the def2-TZVPD basis set) on a 3-piece molecular cluster, C44H38N2O4 overall.

The geometry in XYZ format:
```
88
C44H38N2O4 (ωB97M-V with the def2-TZVPD basis set)
O 1.21 7.41 -6.05
C 1.17 6.82 -4.99
C 2.39 6.63 -4.16
C 3.59 7.17 -4.60
C 4.74 7.02 -3.84
C 4.69 6.34 -2.63
C 3.49 5.79 -2.19
C 2.34 5.94 -2.95
C 1.07 5.33 -2.46
O 1.04 4.70 -1.43
C -0.16 5.54 -3.28
C -1.36 5.01 -2.83
C -2.52 5.19 -3.57
C -2.47 5.91 -4.76
C -1.28 6.44 -5.22
C -0.11 6.25 -4.48
H 3.61 7.70 -5.54
H 5.67 7.44 -4.19
H 5.58 6.23 -2.04
H 3.44 5.25 -1.25
H -1.38 4.45 -1.90
H -3.45 4.78 -3.22
H -3.38 6.05 -5.34
H -1.23 6.99 -6.14
O 0.86 -5.37 1.52
C 1.27 -6.51 1.51
C 2.73 -6.80 1.35
C 3.61 -5.74 1.24
C 4.97 -5.98 1.11
C 5.45 -7.29 1.09
C 4.57 -8.35 1.19
C 3.20 -8.11 1.32
C 2.27 -9.27 1.42
O 2.68 -10.41 1.35
C 0.82 -8.98 1.60
C -0.07 -10.05 1.72
C -1.42 -9.80 1.90
C -1.89 -8.49 1.96
C -1.01 -7.43 1.83
C 0.35 -7.67 1.65
H 3.23 -4.73 1.27
H 5.66 -5.15 1.03
H 6.51 -7.47 0.99
H 4.92 -9.37 1.17
H 0.32 -11.06 1.68
H -2.11 -10.63 2.00
H -2.94 -8.31 2.10
H -1.36 -6.41 1.87
C 0.78 -1.48 1.46
C 2.28 -1.17 1.59
C 2.70 0.15 0.95
C 2.35 1.38 1.79
C 1.61 2.52 1.06
C 0.30 2.96 1.73
C -0.89 2.16 1.23
C -2.14 2.39 2.06
C -3.43 1.83 1.52
C -3.46 0.89 0.44
N -4.56 0.38 -0.03
C -5.72 0.77 0.55
C -6.95 0.24 0.09
C -8.11 0.64 0.68
C -8.10 1.57 1.74
C -6.93 2.09 2.20
C -5.71 1.70 1.62
N -4.54 2.22 2.09
H 0.61 -2.55 1.33
H 0.36 -0.97 0.59
H 0.22 -1.18 2.34
H 2.54 -1.13 2.65
H 2.86 -1.99 1.17
H 2.24 0.23 -0.04
H 3.77 0.12 0.77
H 1.72 1.06 2.63
H 3.26 1.78 2.23
H 2.26 3.39 0.92
H 1.36 2.18 0.05
H 0.13 4.02 1.51
H 0.38 2.87 2.81
H -0.64 1.10 1.24
H -1.08 2.43 0.18
H -2.00 1.94 3.05
H -2.30 3.46 2.25
H -2.53 0.58 -0.03
H -6.93 -0.47 -0.72
H -9.05 0.23 0.32
H -9.04 1.87 2.18
H -6.90 2.80 3.01
```

## Properties
Net charge: 0
Largest force on an atom: 0.56 eV/A
Orbital gap: 7.98 eV
SMILES: O=C1c2ccccc2C(=O)c2ccccc21.O=C1c2ccccc2C(=O)c2ccccc21.CCCCCCCCc1cnc2ccccc2n1
E: -57416.322 eV
Molecular weight: 658.798 g/mol
E_HOMO: -9.0036 eV
LUMO level: -1.0 eV

ORCA calculation (ωB97M-V with the def2-TZVPD basis set) on C44H39AsBiGeN5O4 as an isolated structure.

The geometry in XYZ format:
```
95
C44H39AsBiGeN5O4 (ωB97M-V with the def2-TZVPD basis set)
Bi 1.39 -0.74 -0.62
N 1.79 1.31 -4.26
C 1.78 0.83 -2.86
N 2.46 -0.47 -2.73
C 2.29 -1.36 -3.68
N 2.48 -2.69 -3.52
N 2.41 -3.06 -2.25
C 2.77 -4.27 -1.97
C 2.61 -4.81 -0.63
C 3.11 -6.10 -0.34
C 2.94 -6.62 0.92
C 2.28 -5.87 1.88
C 1.83 -4.61 1.51
N 1.98 -4.09 0.30
C 1.88 -0.94 -5.04
C 1.74 -1.85 -6.08
C 1.34 -1.45 -7.35
C 1.07 -0.11 -7.57
C 1.19 0.82 -6.55
C 1.60 0.42 -5.28
H 1.42 2.24 -4.39
H 2.41 1.56 -2.33
H 3.20 -4.91 -2.75
H 3.62 -6.65 -1.12
H 3.32 -7.61 1.15
H 2.13 -6.24 2.89
H 1.31 -3.98 2.23
H 1.95 -2.89 -5.86
H 1.23 -2.18 -8.14
H 0.75 0.23 -8.56
H 0.97 1.87 -6.73
O 5.02 0.86 1.11
C 3.89 0.58 0.74
O 3.57 -0.38 -0.05
C 2.68 1.46 1.23
O 2.85 2.41 1.97
O 1.52 1.04 0.83
C -1.63 0.20 3.86
As 0.08 -0.65 3.39
C 1.21 0.74 4.14
C 0.17 -1.96 4.91
C -0.05 -1.43 6.28
C -1.33 -1.41 6.85
C -1.55 -0.88 8.12
C -0.49 -0.35 8.84
C 0.79 -0.36 8.29
C 1.00 -0.89 7.03
H -1.67 0.47 4.92
H -2.46 -0.45 3.60
H -1.71 1.11 3.26
H 0.86 1.05 5.13
H 1.22 1.59 3.46
H 2.24 0.39 4.21
H 1.15 -2.42 4.82
H -0.58 -2.73 4.68
H -2.16 -1.82 6.29
H -2.55 -0.88 8.53
H -0.66 0.07 9.83
H 1.62 0.05 8.85
H 2.00 -0.89 6.60
C 0.47 0.54 -2.17
Ge -0.93 1.71 -1.73
C -2.18 0.63 -0.62
C -2.36 -0.72 -0.95
C -3.24 -1.52 -0.24
C -3.97 -0.99 0.82
C -3.80 0.35 1.16
C -2.91 1.14 0.45
C -2.08 2.15 -3.30
C -1.71 1.80 -4.60
C -2.53 2.06 -5.69
C -3.76 2.67 -5.50
C -4.17 3.00 -4.21
C -3.33 2.74 -3.13
C -0.85 3.47 -0.79
C -0.39 3.57 0.53
C -0.35 4.79 1.19
C -0.77 5.95 0.55
C -1.21 5.88 -0.76
C -1.25 4.65 -1.42
H -1.79 -1.13 -1.78
H -3.35 -2.56 -0.51
H -4.65 -1.61 1.38
H -4.36 0.77 1.99
H -2.78 2.18 0.73
H -0.78 1.26 -4.75
H -2.22 1.76 -6.68
H -4.41 2.87 -6.34
H -5.14 3.46 -4.05
H -3.66 3.01 -2.13
H -0.01 2.69 1.02
H 0.04 4.84 2.20
H -0.73 6.91 1.06
H -1.53 6.78 -1.28
H -1.60 4.62 -2.44
```

## Properties
Net charge: -2
Largest force on an atom: 0.50 eV/A
ΔE to the lowest compared entry with this formula, charge and spin: 0.000 eV
Orbital gap: 5.41 eV
E: -185096.090 eV
Molecular weight: 1058.339 g/mol
E_HOMO: -1.4675 eV
LUMO level: 3.9 eV

ORCA calculation (ωB97M-V with the def2-TZVPD basis set) on C44H40BrI2NPtSb2Te as an isolated structure in a non-equilibrium geometry.

The geometry in XYZ format:
```
92
C44H40BrI2NPtSb2Te (ωB97M-V with the def2-TZVPD basis set)
Pt -0.37 0.04 -0.32
C -1.74 1.27 2.75
C -0.70 2.34 3.08
C 0.72 2.03 2.64
Sb 1.00 2.00 0.48
C 0.25 3.94 0.07
C 0.83 5.02 0.71
C 0.38 6.30 0.44
C -0.66 6.49 -0.46
C -1.23 5.41 -1.11
C -0.77 4.13 -0.85
C 3.06 2.46 0.11
C 3.49 2.32 -1.21
C 4.80 2.58 -1.54
C 5.69 3.00 -0.56
C 5.25 3.16 0.76
C 3.93 2.88 1.09
Sb -2.53 1.36 0.71
C -3.62 3.22 0.55
C -4.00 3.93 1.66
C -4.76 5.08 1.50
C -5.13 5.51 0.24
C -4.76 4.77 -0.88
C -3.99 3.63 -0.72
C -4.22 0.02 0.78
C -4.33 -1.00 1.70
C -5.42 -1.86 1.65
C -6.38 -1.70 0.66
C -6.28 -0.66 -0.24
C -5.20 0.20 -0.19
H -2.60 1.36 3.41
H -1.31 0.27 2.90
H -0.68 2.45 4.16
H -1.01 3.31 2.67
H 1.05 1.07 3.04
H 1.39 2.80 3.02
H 1.65 4.86 1.40
H 0.84 7.14 0.93
H -1.01 7.49 -0.67
H -2.03 5.56 -1.82
H -1.19 3.28 -1.38
H 2.78 2.02 -1.97
H 5.14 2.46 -2.56
H 6.71 3.26 -0.82
H 5.94 3.50 1.52
H 3.60 2.98 2.12
H -3.73 3.61 2.66
H -5.07 5.65 2.37
H -5.72 6.41 0.12
H -5.06 5.08 -1.86
H -3.68 3.07 -1.60
H -3.59 -1.12 2.48
H -5.53 -2.65 2.38
H -7.21 -2.39 0.60
H -7.05 -0.49 -0.98
H -5.12 1.02 -0.89
I 3.81 -1.03 0.23
I 6.83 0.40 0.59
Te 1.45 -2.10 -0.20
C 2.08 -4.18 -0.20
C 1.05 -5.09 -0.12
C 1.33 -6.44 -0.12
C 2.65 -6.87 -0.17
C 3.68 -5.94 -0.24
C 3.40 -4.58 -0.26
C 1.52 -2.07 -2.33
C 0.53 -2.81 -2.95
C 0.54 -2.96 -4.33
C 1.55 -2.37 -5.08
C 2.53 -1.62 -4.45
C 2.51 -1.46 -3.08
H 0.02 -4.76 -0.05
H 0.52 -7.16 -0.06
H 2.87 -7.92 -0.15
H 4.71 -6.27 -0.27
H 4.22 -3.88 -0.32
H -0.25 -3.30 -2.37
H -0.22 -3.55 -4.81
H 1.58 -2.51 -6.15
H 3.32 -1.17 -5.03
H 3.29 -0.86 -2.61
Br -3.17 -4.67 1.51
C -2.97 -3.39 0.12
C -3.84 -3.32 -0.97
C -3.56 -2.39 -1.96
C -2.47 -1.55 -1.83
N -1.67 -1.59 -0.76
C -1.91 -2.49 0.19
H -4.69 -3.97 -1.04
H -4.20 -2.32 -2.83
H -2.23 -0.82 -2.59
H -1.26 -2.50 1.06
```

## Properties
Net charge: +2
Largest force on an atom: 3.34 eV/A
ΔE to the lowest compared entry with this formula, charge and spin: 1.600 eV
Orbital gap: 3.02 eV
E: -157609.234 eV
Molecular weight: 1482.721 g/mol
E_HOMO: -11.0292 eV
LUMO level: -8.0 eV

> Among the records above, which one has the highest E_HOMO?

C44H39AsBiGeN5O4